[1]
288
Properties=species:S:1:pos:R:3:forces:R:3 method="wB97M-V/def2-TZVPD" homo_lumo_gap_ev=8.07
C -24.3361 1.9853 -7.5811 2.62 0.12 1.04
C -23.1616 1.9465 -6.5856 0.42 1.16 -1.19
O -21.9216 2.2271 -7.2255 0.38 -0.89 1.72
O -25.2589 1.1466 -7.0197 -2.60 -0.97 0.46
H -23.9989 1.6120 -8.5481 -0.15 0.41 -0.29
H -24.6143 3.0368 -7.5112 -0.78 -0.18 -0.89
H -23.1130 1.0172 -6.0181 0.47 -0.59 -0.60
H -23.4798 2.6219 -5.7914 0.63 0.67 0.17
H -21.9376 2.8563 -7.9504 -1.01 0.19 -0.12
H -24.7724 0.4153 -6.6321 -0.15 -0.26 -0.06
C -17.9896 -6.0200 -14.0318 0.87 -0.60 0.84
C -19.1537 -6.3301 -13.1123 -1.16 0.04 -0.11
O -19.5337 -5.1212 -12.5047 0.63 0.97 0.30
O -16.9717 -5.3072 -13.2981 -0.78 -0.21 -0.73
H -18.3412 -5.4858 -14.9145 0.11 0.23 -0.01
H -17.4812 -6.9391 -14.3232 -0.29 -0.06 -0.32
H -18.9627 -7.1075 -12.3725 0.53 -0.01 0.08
H -20.0748 -6.6175 -13.6195 0.32 -0.73 -0.82
H -20.0968 -5.2828 -11.7442 -0.29 0.18 0.36
H -17.4802 -4.6278 -12.8494 0.04 0.34 0.39
C -24.5325 -2.2818 -19.7080 -3.18 -1.18 -0.16
C -23.8376 -1.2461 -20.5354 2.83 0.37 -0.76
O -24.2526 -1.0999 -21.9096 -1.06 -0.67 0.97
O -24.1062 -2.5883 -18.4064 1.30 0.48 0.44
H -24.5894 -3.2714 -20.1612 0.59 0.20 -0.83
H -25.5974 -2.0673 -19.6186 -0.33 0.53 -0.28
H -22.8076 -1.5990 -20.5869 0.45 -0.21 0.03
H -23.6844 -0.2780 -20.0584 -0.84 0.23 0.33
H -23.7834 -0.3756 -22.3300 0.15 0.03 0.31
H -24.5861 -2.0800 -17.7485 0.02 0.37 0.04
C -25.6144 2.1738 -3.4975 -1.17 1.54 -2.79
C -26.8683 2.7627 -4.2459 -1.56 -2.71 2.01
O -26.8934 2.8980 -5.6252 1.08 1.25 -0.67
O -24.6687 3.2059 -3.5088 0.93 0.74 0.91
H -25.1774 1.4304 -4.1641 -0.36 -0.96 0.44
H -25.9444 1.8217 -2.5202 0.45 0.07 0.04
H -27.2555 3.6477 -3.7408 0.40 0.33 -0.24
H -27.6273 1.9993 -4.0752 -0.48 -0.13 0.65
H -26.5880 2.0715 -6.0062 0.38 -0.42 -0.44
H -25.0156 3.8246 -4.1557 0.42 0.34 0.04
C -20.2005 4.8354 -9.9055 -0.94 0.91 0.71
C -20.9186 3.4574 -10.0785 2.75 -0.06 0.48
O -22.2331 3.4329 -9.6335 -0.52 1.20 0.50
O -21.1376 5.8523 -10.3146 0.50 -0.79 -0.63
H -19.2386 5.0005 -10.3908 -0.15 -0.67 -0.59
H -19.9906 5.1158 -8.8733 -0.01 -0.79 0.47
H -20.4070 2.7254 -9.4535 0.68 -0.20 -0.38
H -20.9105 3.1456 -11.1229 0.34 0.04 -0.11
H -22.6518 2.9471 -10.3479 -0.99 -0.07 -0.33
H -21.8826 5.2512 -10.3873 -1.22 0.86 -0.11
C -22.1569 -1.8998 -4.9274 -1.77 -2.13 -3.04
C -23.0705 -2.6941 -5.9688 -0.73 0.37 1.14
O -22.5971 -2.7715 -7.2778 0.88 1.32 -0.01
O -20.9730 -2.6699 -4.8224 0.03 0.84 0.98
H -22.7973 -1.8969 -4.0453 0.78 0.07 0.45
H -22.0898 -0.9101 -5.3792 0.76 0.30 0.45
H -24.0663 -2.2520 -6.0003 -0.29 0.52 0.18
H -23.2582 -3.6868 -5.5597 0.34 -0.28 0.14
H -22.7196 -3.6610 -7.6177 0.00 -0.38 0.13
H -20.6682 -2.8450 -5.7158 -0.04 0.08 -0.24
C -24.8613 -3.8399 -10.8870 -2.14 0.16 -0.75
C -25.7553 -4.5579 -11.9880 1.53 3.07 0.48
O -26.5296 -5.5319 -11.3784 -0.01 -1.02 0.25
O -23.7431 -4.5514 -10.4897 0.50 -1.20 0.10
H -25.5277 -3.7907 -10.0259 -0.28 0.39 0.15
H -24.5446 -2.8230 -11.1188 -0.17 -0.16 -0.50
H -25.1329 -4.8668 -12.8278 0.11 -0.53 0.06
H -26.3729 -3.7455 -12.3709 -0.23 0.04 -0.19
H -26.9475 -6.0259 -12.0875 -0.20 -0.21 0.14
H -24.1460 -5.3760 -10.2078 0.52 -0.54 0.23
C -26.6328 -0.7053 -14.1122 0.05 -0.51 -0.67
C -26.1072 0.0062 -15.3277 -0.04 0.66 -0.35
O -24.8270 -0.4456 -15.7068 -0.33 -1.42 -0.82
O -26.3948 -2.0647 -14.3612 -0.13 -1.11 0.50
H -27.7191 -0.6266 -14.0679 0.07 0.58 0.41
H -26.1222 -0.3649 -13.2114 -0.15 0.06 0.33
H -26.0967 1.0785 -15.1327 -0.22 0.25 -0.41
H -26.7172 -0.3008 -16.1773 -0.49 0.58 0.02
H -24.1192 0.1274 -15.4032 0.55 0.81 0.70
H -25.6013 -2.0812 -14.9013 0.44 -0.18 -0.05
C -27.2236 5.1501 -8.3167 -1.56 0.76 1.57
C -27.7803 6.1079 -7.1586 2.77 -0.75 -1.40
O -29.1280 6.3516 -7.3214 -0.65 0.24 0.20
O -27.8567 3.9027 -8.1662 0.12 -0.42 -0.37
H -26.1409 5.0526 -8.2370 0.22 0.24 -0.08
H -27.5439 5.4862 -9.3029 0.30 0.47 0.10
H -27.1752 7.0132 -7.1103 -0.08 0.53 -0.65
H -27.4752 5.6814 -6.2030 -0.57 -0.81 0.31
H -29.2773 7.1757 -6.8522 -0.49 0.04 -0.10
H -27.5989 3.5696 -7.3035 -0.13 -0.23 0.38
C -26.2436 5.8193 -16.9605 1.40 0.46 -0.55
C -25.4012 6.2703 -15.7319 -2.27 -0.86 -0.31
O -26.2026 6.2666 -14.5530 0.97 -0.67 0.20
O -26.7144 6.9648 -17.7027 -0.10 -0.77 0.47
H -27.0112 5.0669 -16.7794 -0.53 0.46 0.88
H -25.5995 5.2218 -17.6057 0.58 0.27 -0.31
H -24.9993 7.2780 -15.8383 0.41 -0.20 -0.64
H -24.6626 5.4736 -15.6433 0.39 0.39 0.44
H -26.9452 6.8696 -14.6339 -0.43 0.38 0.24
H -27.0297 6.5658 -18.5169 -0.20 0.40 -0.30
C -20.6677 -4.7723 -8.9994 1.97 -2.68 3.27
C -21.4182 -5.9207 -8.0948 1.58 1.05 -1.96
O -22.5880 -5.3130 -7.6572 -1.20 0.17 0.53
O -21.1004 -4.6712 -10.2481 -1.78 0.13 -2.77
H -19.6620 -5.1469 -9.1899 0.55 0.08 1.05
H -20.6208 -3.8143 -8.4815 -0.17 -0.03 0.37
H -20.7788 -6.3234 -7.3093 0.04 0.51 0.40
H -21.6174 -6.7799 -8.7352 -0.15 0.03 -0.36
H -23.3231 -5.8860 -7.4269 0.28 -0.39 0.00
H -22.0571 -4.5962 -10.2212 -0.74 0.38 -0.66
C -23.0989 8.5982 -13.7249 -0.14 0.96 0.33
C -23.6133 8.2012 -12.3124 1.48 1.08 -0.11
O -22.5991 8.3907 -11.3230 -0.68 0.62 0.34
O -23.3953 9.9879 -14.1227 -1.15 -1.09 0.68
H -23.5847 7.8641 -14.3678 0.35 0.34 -0.72
H -22.0092 8.6009 -13.7498 0.02 -1.00 0.01
H -23.9564 7.1699 -12.2295 -0.10 -0.16 -0.60
H -24.4479 8.8585 -12.0685 0.06 0.01 0.13
H -21.7311 8.1244 -11.6348 -0.12 -0.34 -0.11
H -22.6705 10.4317 -14.5690 0.24 -0.50 0.13
C -28.0261 3.8309 -13.4998 0.60 -0.17 1.73
O -27.9988 2.7074 -12.5751 -0.28 -0.57 -1.39
C -28.5503 2.8954 -11.2788 -1.04 -0.29 -0.16
C -30.0870 3.1086 -11.2686 -0.26 1.40 -0.91
N -30.6789 3.3561 -9.9900 -0.71 -1.34 0.93
C -32.1549 3.5039 -9.8975 0.60 0.24 0.47
C -32.7811 4.6954 -10.5944 -0.04 1.32 1.11
O -34.0533 4.8600 -9.9672 -0.96 1.08 -0.28
C -34.6513 6.2065 -9.9876 1.04 -1.38 -0.43
H -27.4625 3.6978 -14.4233 0.09 -0.95 0.17
H -27.4266 4.5537 -12.9464 -0.57 1.00 -0.35
H -29.0305 4.1325 -13.7969 -0.04 0.21 0.39
H -28.0766 3.7442 -10.7856 0.08 0.16 0.17
H -28.3281 1.9879 -10.7176 0.23 0.06 0.00
H -30.7045 2.3593 -11.7641 0.55 -0.32 -0.26
H -30.2547 4.0700 -11.7540 0.15 0.00 -1.39
H -30.2277 4.1733 -9.6043 -0.24 0.05 0.56
H -32.2972 3.5043 -8.8168 -0.38 0.81 0.00
H -32.8837 2.7475 -10.1887 1.13 -1.31 -0.39
H -32.8614 4.5842 -11.6758 -0.19 -0.24 -0.17
H -32.1734 5.5841 -10.4240 0.19 0.33 0.07
H -34.5026 6.6823 -10.9570 0.06 -0.02 -0.14
H -34.1778 6.8240 -9.2243 -0.08 0.01 0.12
H -35.7254 6.1121 -9.8279 0.19 -0.17 0.20
C -29.4232 2.6334 -20.9866 -0.06 0.55 -0.22
O -28.1535 2.0604 -20.7812 -0.75 1.59 -1.06
C -27.9683 1.3000 -19.6656 1.30 -0.99 0.85
C -26.4923 1.2060 -19.5149 1.58 0.60 0.31
N -25.9387 2.4256 -18.8166 -0.95 -2.29 -0.07
C -24.5615 2.2708 -18.4234 1.48 2.68 0.10
C -23.4226 2.7078 -19.3992 -1.50 -0.29 -0.98
O -23.1648 4.1223 -19.3790 -1.13 0.07 -0.30
C -22.2136 4.6131 -20.3497 1.78 -2.35 1.19
H -29.9493 2.7692 -20.0417 -0.39 -0.52 -0.07
H -29.9487 2.1074 -21.7836 -0.45 -0.43 0.46
H -29.3477 3.6468 -21.3808 0.58 0.15 -0.03
H -28.3738 0.2898 -19.7217 -0.43 -0.13 -0.33
H -28.1950 1.6970 -18.6761 -1.13 0.68 -0.10
H -25.9417 1.1383 -20.4532 -0.41 -0.55 -0.43
H -26.3415 0.2760 -18.9666 0.70 0.26 0.55
H -26.1052 3.2309 -19.4030 0.27 0.10 -0.11
H -24.2502 1.3009 -18.0356 -0.78 -0.10 0.14
H -24.4215 3.0550 -17.6794 0.16 -0.34 0.97
H -23.8382 2.4379 -20.3701 0.44 -0.04 -0.65
H -22.6098 2.0172 -19.1742 0.89 0.62 -0.07
H -21.9527 5.6710 -20.3203 -0.85 -0.09 0.43
H -22.1944 4.2267 -21.3687 -1.44 0.17 -0.34
H -21.3571 4.0383 -19.9976 1.13 0.59 -0.06
C -21.7139 -2.1351 -12.1585 0.19 -2.04 3.54
O -22.3943 -1.1056 -12.7425 0.40 0.48 -1.21
C -21.7677 -0.8247 -13.9626 1.08 3.28 -0.91
C -21.7766 0.7791 -14.1752 -1.69 -3.01 0.68
N -23.2017 1.1378 -14.2970 1.63 2.07 -0.82
C -23.2985 2.6218 -14.4067 -2.47 -0.86 1.02
C -23.0290 3.4331 -13.1088 1.58 -0.79 -0.75
O -23.3981 2.8072 -11.8527 0.87 0.09 -1.33
C -24.8018 2.6859 -11.6073 0.38 0.77 -0.95
H -21.4740 -3.0652 -12.6737 -0.46 0.21 -0.93
H -22.2822 -2.4253 -11.2748 -0.55 -0.32 -0.14
H -20.7978 -1.9175 -11.6092 0.66 0.96 -0.60
H -22.2051 -1.4046 -14.7753 -0.14 0.23 -0.18
H -20.6849 -0.9491 -13.9707 0.10 -0.99 0.41
H -21.1779 1.0524 -15.0441 -0.30 0.07 -0.14
H -21.3524 1.2076 -13.2671 0.31 0.02 0.06
H -23.7030 0.8216 -13.4792 0.13 -0.05 0.37
H -24.3501 2.8006 -14.6311 -0.14 0.16 -0.50
H -22.7040 2.9746 -15.2495 0.10 0.06 0.19
H -23.3209 4.4672 -13.2924 -0.99 0.07 0.60
H -21.9466 3.5483 -13.1649 0.30 -0.24 1.11
H -25.2220 2.0134 -12.3551 -0.45 0.04 0.18
H -25.1577 3.7074 -11.7413 -0.86 -0.15 0.16
H -24.9783 2.3256 -10.5939 0.16 0.02 -0.13
C -21.3913 7.6318 -16.8547 0.20 0.78 -1.67
O -22.2109 7.3237 -17.9746 -1.59 0.64 -1.22
C -23.0025 8.4813 -18.4582 0.90 0.44 0.83
C -22.1414 9.6371 -19.0683 0.50 0.51 -0.14
N -21.1196 9.1361 -19.9671 -0.73 -0.20 0.27
C -19.8734 9.9018 -20.1710 -1.62 -0.65 0.12
C -20.1919 11.1943 -21.0623 1.18 -2.88 0.20
O -19.0848 11.3194 -21.9548 -0.03 0.77 0.01
C -17.9206 11.8665 -21.3803 -0.31 1.75 0.72
H -20.4232 7.8566 -17.3023 0.50 0.10 0.50
H -21.2854 6.7750 -16.1893 -0.41 0.21 0.10
H -21.7768 8.5687 -16.4523 0.13 -0.25 0.91
H -23.5360 8.8632 -17.5878 -0.02 0.24 0.15
H -23.8025 8.1975 -19.1420 0.53 -0.74 -0.18
H -21.6892 10.3052 -18.3354 0.32 -0.39 1.00
H -22.7008 10.4044 -19.6036 -1.04 -0.39 -0.17
H -21.0958 8.1488 -19.7553 1.17 -0.06 -0.27
H -19.2343 9.1386 -20.6150 0.19 0.66 -1.00
H -19.3209 10.0999 -19.2525 -0.29 0.62 0.55
H -20.4886 12.0654 -20.4782 0.65 0.33 0.09
H -21.0584 10.9210 -21.6645 0.15 -0.02 -0.17
H -17.3587 11.2817 -20.6520 0.03 -0.80 -0.46
H -18.1670 12.7514 -20.7935 -0.56 0.24 0.41
H -17.2842 12.3711 -22.1072 0.12 -0.96 -0.54
C -15.3240 -0.3562 -19.5748 0.03 0.21 -0.15
O -14.9681 0.4131 -18.4122 -0.91 -1.65 -1.17
C -13.8183 -0.1566 -17.8265 0.55 1.41 2.29
C -13.8425 0.0418 -16.2693 1.41 0.22 0.93
N -14.6811 -0.7092 -15.3603 -2.83 -0.79 -0.93
C -16.1430 -0.5637 -15.6287 0.66 -1.37 0.43
C -16.9690 -1.3129 -14.5531 -1.41 1.68 0.23
O -17.1220 -0.4651 -13.3785 0.77 -0.08 0.03
C -18.0840 -0.8940 -12.4019 1.05 -0.50 -1.25
H -15.3530 -1.4282 -19.3798 -0.34 -0.10 0.46
H -14.6047 -0.2898 -20.3911 0.43 0.49 0.02
H -16.2736 -0.0290 -19.9983 0.06 0.12 0.45
H -13.0236 0.5185 -18.1440 0.63 -0.32 0.01
H -13.5417 -1.1736 -18.1048 -0.58 -0.14 -0.15
H -13.8405 1.1017 -16.0150 -0.69 0.62 -0.61
H -12.8852 -0.2091 -15.8124 0.80 -0.18 -0.95
H -14.6577 -0.3746 -14.4077 1.00 0.23 0.09
H -16.4095 -1.0153 -16.5843 0.22 -0.18 -0.11
H -16.3948 0.4907 -15.7421 -0.48 0.18 0.41
H -16.6850 -2.3273 -14.2730 0.81 0.07 -0.09
H -17.9748 -1.4255 -14.9579 -0.30 -0.06 -0.32
H -17.6979 -0.7239 -11.3968 -0.11 0.43 -0.09
H -18.1738 -1.9756 -12.5026 -0.53 -0.17 0.10
H -19.0221 -0.3829 -12.6186 -0.16 -0.13 0.39
C -19.5126 -3.8500 -17.4878 -0.66 -1.69 -1.04
O -19.8272 -2.4939 -17.3242 1.69 -0.76 1.16
C -21.0212 -2.0586 -17.8721 -0.14 0.86 -1.33
C -20.7244 -0.6326 -18.4896 -0.07 -1.15 0.44
N -19.5325 -0.6887 -19.2801 -0.03 -0.91 -1.63
C -19.0134 0.4980 -19.9473 1.14 0.32 -0.13
C -18.6047 1.5393 -18.9316 0.21 1.14 -0.30
O -18.2231 2.8166 -19.5395 -0.21 -1.14 0.49
C -18.2838 3.9455 -18.6707 -0.41 -0.28 -0.62
H -18.7629 -4.3204 -16.8514 0.30 1.13 0.37
H -19.2522 -4.1183 -18.5117 0.61 0.62 -0.45
H -20.3378 -4.5569 -17.4020 -0.87 0.40 0.68
H -21.8208 -2.1351 -17.1353 -0.12 0.63 0.07
H -21.3484 -2.7040 -18.6873 0.13 -0.16 -0.25
H -20.4557 0.0470 -17.6809 -1.43 0.51 0.37
H -21.5297 -0.4474 -19.2005 -0.45 0.88 0.77
H -18.9242 -1.3399 -18.8047 0.87 0.53 -0.43
H -19.5105 1.0163 -20.7674 -1.63 -0.48 0.25
H -18.1309 0.2671 -20.5439 0.31 -0.66 0.38
H -17.7904 1.0371 -18.4092 0.28 0.64 0.66
H -19.4595 1.7397 -18.2855 0.11 0.00 0.35
H -18.5534 4.8045 -19.2851 0.20 0.05 -0.14
H -17.3401 4.1584 -18.1686 0.05 -0.22 0.13
H -19.1051 3.8462 -17.9609 0.05 -0.15 0.34
C -26.0121 8.2964 -9.5542 -0.55 0.53 -0.45
O -27.3316 8.0375 -10.0285 -0.75 0.09 0.55
C -27.5853 7.5958 -11.3358 0.95 -0.09 -0.95
C -27.5273 8.6747 -12.4582 0.44 -1.34 0.62
N -28.2028 8.1384 -13.6683 1.61 1.97 -0.39
C -28.0110 9.0596 -14.8600 -1.78 -0.79 0.36
C -29.0029 8.6637 -15.9480 0.00 1.02 -1.49
O -30.3421 9.2155 -15.8481 0.67 -1.87 1.10
C -31.0228 9.1166 -17.0790 -0.05 1.08 -0.25
H -25.6151 9.1845 -10.0459 0.21 0.09 -0.02
H -25.2780 7.4964 -9.6495 -0.22 -0.41 -0.27
H -26.1375 8.5242 -8.4957 0.07 -0.02 -0.08
H -28.5747 7.1545 -11.4557 -0.33 0.06 0.89
H -26.9070 6.7670 -11.5385 0.30 -0.10 -0.46
H -26.4828 8.8634 -12.7061 0.03 -0.04 -0.32
H -27.8654 9.5967 -11.9853 -0.71 0.29 -0.44
H -29.1670 7.8767 -13.5202 -0.18 0.45 0.01
H -27.0034 9.0221 -15.2741 0.17 -0.69 0.13
H -28.1289 10.1315 -14.7014 -0.38 0.12 0.73
H -28.9673 7.5960 -16.1642 -0.45 -0.32 0.44
H -28.6673 9.0958 -16.8908 0.67 0.09 -0.17
H -31.1257 8.2098 -17.6750 0.58 -0.99 0.82
H -30.4599 9.7756 -17.7400 -0.53 0.50 -0.48
H -32.0544 9.4135 -16.8902 0.19 0.49 -0.12

---

[2]
15
Properties=species:S:1:pos:R:3:forces:R:3 method="wB97M-V/def2-TZVPD" homo_lumo_gap_ev=10.86
C -1.2787 1.3414 -0.2520 -0.02 -0.45 0.20
C -1.2603 0.1270 0.3009 -0.08 0.48 -0.20
C -1.3329 -1.1618 -0.4626 0.02 -0.08 -0.07
C 1.9375 -0.2409 0.8648 -0.02 -0.15 0.34
C 1.8711 0.5664 -0.3270 0.53 -0.34 -0.19
N 2.7863 -0.2858 -0.4068 -0.42 0.39 -0.01
H -1.2100 2.2426 0.3492 -0.06 -0.11 -0.04
H -1.3532 1.4681 -1.3291 0.01 -0.02 0.07
H 1.4275 1.3510 -0.9219 0.02 -0.01 0.06
H -1.1860 0.0478 1.3841 -0.04 0.01 -0.09
H -1.1258 -1.0090 -1.5263 -0.06 0.01 0.13
H -2.3267 -1.6170 -0.3736 0.14 0.06 0.03
H -0.6117 -1.8933 -0.0782 -0.12 0.12 -0.07
H 1.2445 -1.0689 1.0106 0.13 0.14 -0.01
H 2.4184 0.1322 1.7680 -0.03 -0.05 -0.16

---

[3]
22
Properties=species:S:1:pos:R:3:forces:R:3 method="wB97M-V/def2-TZVPD" homo_lumo_gap_ev="5.45 / 7.34" total_charge=+2 s2=16.786 multiplicity=8
C 0.0005 -1.8056 0.0488 0.13 0.15 -0.24
C -1.3587 -1.3368 0.5769 -0.13 -0.29 -0.41
O -1.4627 -2.3161 1.7286 0.28 -0.74 -0.27
C -1.5649 0.0987 0.8894 0.07 -0.32 0.85
Ga -1.2039 1.5619 -0.4444 -1.03 0.03 -0.44
S 1.3816 1.8678 -0.1550 0.21 -0.16 -0.26
C 2.2738 1.7868 -1.7316 0.11 0.00 0.13
O 1.3977 3.2319 0.3010 0.12 0.07 0.33
O 1.7508 0.7249 0.6750 -0.03 0.15 -0.20
H 0.5075 -2.0734 0.9943 0.81 0.55 -0.35
H 0.7032 -1.2169 -0.5404 -0.44 0.26 -0.04
H -0.2774 -2.7026 -0.5475 0.38 0.27 -0.48
H -2.1296 -1.7292 -0.0931 0.00 0.33 0.07
H -1.0168 -1.9197 2.4927 -0.43 0.35 0.25
H -2.6319 0.2664 1.0898 0.16 -0.09 0.09
H -1.0250 0.3421 1.8173 -0.02 0.18 -0.18
H -1.8101 2.9070 -0.0173 0.18 0.17 0.21
H -1.0937 1.2113 -1.9686 0.36 -0.24 0.03
H 2.7174 2.7736 -1.8717 -0.04 -0.13 -0.03
H 3.0222 1.0037 -1.6096 -0.04 0.10 -0.10
H 1.5580 1.5579 -2.5217 0.05 0.02 0.11
Gd 0.2618 -4.2337 0.8871 -0.71 -0.67 0.97

---

[4]
17
Properties=species:S:1:pos:R:3:forces:R:3 method="wB97M-V/def2-TZVPD" homo_lumo_gap_ev=9.53
C 2.3914 0.7556 -0.9350 -1.23 -1.91 0.25
C 1.0742 -0.1033 -0.6713 3.63 1.62 -1.28
N -0.0710 0.6678 -0.5917 -1.40 0.71 -3.36
C -0.8764 0.7346 0.5889 -2.00 -0.91 -0.95
C -1.1425 -0.5565 1.2980 2.25 -3.41 -0.85
N -1.9965 -1.5914 0.6100 0.74 0.84 -0.29
O 1.1816 -1.2353 -0.9987 -1.21 -2.51 0.41
H 1.9067 1.2964 -1.7374 0.60 1.62 0.23
H 3.0516 0.0676 -1.5222 0.06 0.60 1.33
H 2.7654 1.2291 0.0065 -0.15 0.11 -1.41
H -0.3318 0.8278 -1.6233 -0.47 -0.24 2.64
H -1.8707 1.2793 0.5568 1.42 -0.27 -0.74
H -0.2326 1.2078 1.2176 1.23 2.10 2.48
H -1.6098 -0.2701 2.1924 -0.66 0.08 1.52
H -0.0534 -1.1075 1.6178 -3.05 1.43 -0.90
H -1.4273 -2.0795 -0.0993 -0.37 0.46 0.48
H -2.7589 -1.1223 0.0909 0.59 -0.32 0.43